Record 1
A molecular structure, C29H35AgN6O3P2, computed with wB97M-V/def2-TZVPD.

Structure (XYZ):
```
76
Properties=species:S:1:pos:R:3:mulliken_charge:R:1
Ag -0.18 -0.37 0.11 1.177
C -2.69 0.79 4.94 -0.831
N -1.61 0.28 4.13 0.273
C -0.30 0.13 4.52 -0.762
C 0.33 -0.52 3.49 -0.493
N -0.56 -0.78 2.49 0.090
C -1.72 -0.28 2.89 0.061
P -3.25 -0.18 1.90 -0.400
C -3.09 -1.69 0.90 -0.433
N -2.17 -1.97 -0.01 0.560
C -2.53 -3.15 -0.57 -1.049
C -3.67 -3.62 0.03 -0.390
N -4.03 -2.69 0.96 0.193
C -5.18 -2.76 1.83 -0.813
C -2.69 1.04 0.66 0.665
N -2.12 0.79 -0.51 -0.573
C -1.93 2.00 -1.11 -0.990
C -2.40 3.00 -0.30 -0.233
N -2.90 2.38 0.81 0.214
C -3.40 3.07 1.98 -0.979
H -2.32 0.97 5.95 0.335
H -3.50 0.06 4.99 0.342
H -3.08 1.72 4.54 0.215
H 0.07 0.51 5.45 0.447
H 1.36 -0.82 3.43 0.364
H -1.96 -3.58 -1.38 0.698
H -4.26 -4.51 -0.13 0.417
H -5.77 -3.63 1.56 0.317
H -5.79 -1.86 1.74 0.336
H -4.87 -2.87 2.87 0.288
H -1.48 2.09 -2.08 0.492
H -2.39 4.07 -0.40 0.457
H -3.96 3.94 1.67 0.428
H -2.57 3.39 2.61 0.294
H -4.05 2.40 2.54 0.342
C 3.32 2.38 -1.03 -1.819
C 2.67 2.09 0.31 1.905
C 3.47 2.77 1.42 -1.889
O 2.70 0.68 0.53 -0.089
C 1.20 2.62 0.39 -0.082
O 1.03 3.79 0.02 -0.755
O 0.32 1.86 0.92 -0.623
H 4.36 2.05 -1.01 0.431
H 3.27 3.45 -1.22 0.387
H 2.81 1.87 -1.85 0.270
H 4.49 2.37 1.44 0.389
H 3.00 2.58 2.39 0.378
H 3.51 3.84 1.25 0.403
H 2.10 0.57 1.28 -0.045
C 0.76 -4.29 0.22 -1.699
P 1.21 -2.55 -0.20 1.216
C 3.00 -2.62 0.16 0.677
C 3.99 -2.64 -0.82 -0.337
C 5.33 -2.56 -0.46 -0.661
C 5.69 -2.49 0.87 -0.566
C 4.71 -2.52 1.86 -0.716
C 3.37 -2.58 1.50 -0.490
C 1.17 -2.54 -2.02 0.135
C 1.33 -1.28 -2.62 0.386
C 1.32 -1.15 -4.00 -0.806
C 1.12 -2.27 -4.80 -0.525
C 0.92 -3.51 -4.22 -0.682
C 0.96 -3.65 -2.84 -0.494
H -0.27 -4.47 -0.05 0.441
H 0.87 -4.40 1.30 0.422
H 1.42 -5.00 -0.27 0.533
H 3.71 -2.69 -1.87 0.364
H 6.08 -2.53 -1.23 0.400
H 6.73 -2.40 1.15 0.383
H 4.99 -2.47 2.90 0.401
H 2.60 -2.57 2.26 0.327
H 1.47 -0.42 -1.99 -0.216
H 1.47 -0.17 -4.45 0.438
H 1.13 -2.17 -5.88 0.381
H 0.73 -4.37 -4.84 0.395
H 0.83 -4.63 -2.40 0.374
```

Computed properties:
ΔE to the lowest compared entry with this formula, charge and spin	0.0	kJ/mol
lowest unoccupied orbital energy	0.337	eV
energy	-68301.66119	eV
gap between HOMO and LUMO	7.741	eV

Record 2
A molecular structure, C29H35N2O4PZn, computed with wB97M-V/def2-TZVPD.

Structure (XYZ):
```
72
Properties=species:S:1:pos:R:3:mulliken_charge:R:1
Zn 0.59 1.04 -0.39 0.522
O -3.65 2.84 -1.20 -0.504
C -2.41 2.47 -0.85 -0.067
O -2.19 1.59 -0.06 -0.359
C -1.34 3.27 -1.51 0.477
C -1.60 4.42 -2.24 -0.663
C -0.53 5.13 -2.76 -0.575
C 0.75 4.67 -2.54 -0.649
C 0.93 3.50 -1.81 0.168
N -0.10 2.82 -1.32 0.940
C 2.32 2.94 -1.52 0.211
O 3.27 3.63 -1.85 -0.709
O 2.32 1.82 -0.91 -0.676
H -4.27 2.28 -0.72 0.384
H -2.62 4.75 -2.37 0.585
H -0.70 6.03 -3.33 0.445
H 1.64 5.18 -2.90 0.594
C -0.35 3.06 2.75 -1.202
C -0.60 1.59 3.08 0.825
C -0.37 1.32 4.56 -1.558
P 0.32 0.54 1.87 1.490
C 1.98 0.01 2.51 1.086
C 2.89 1.21 2.72 -1.362
C 1.97 -0.95 3.69 -1.457
C -0.61 -0.97 1.59 -0.843
C -1.37 -1.61 2.57 -0.280
C -2.07 -2.77 2.33 0.622
C -2.90 -3.44 3.40 -1.742
C -1.99 -3.30 1.04 -0.930
C -1.26 -2.69 0.04 -0.427
C -0.55 -1.49 0.27 0.134
N 0.14 -0.83 -0.72 0.005
C 0.36 -1.51 -1.94 -1.962
C -0.35 -1.16 -3.09 1.838
C -1.41 -0.08 -3.04 -1.424
C -0.09 -1.81 -4.29 -1.147
C 0.85 -2.82 -4.38 0.725
C 1.12 -3.54 -5.68 -1.566
C 1.55 -3.16 -3.23 -1.016
C 1.32 -2.52 -2.02 2.020
C 2.12 -2.90 -0.80 -1.421
H -0.96 3.70 3.39 0.483
H -0.60 3.28 1.71 0.071
H 0.69 3.33 2.91 0.266
H -1.64 1.35 2.83 0.550
H 0.64 1.60 4.86 0.275
H -0.51 0.27 4.83 0.292
H -1.06 1.92 5.16 0.448
H 2.35 -0.54 1.64 -0.131
H 2.56 1.82 3.56 0.247
H 2.94 1.84 1.82 0.183
H 3.91 0.87 2.94 0.449
H 1.73 -0.44 4.62 0.258
H 2.97 -1.39 3.82 0.457
H 1.26 -1.77 3.55 0.311
H -1.40 -1.18 3.57 0.044
H -2.70 -3.00 4.38 0.339
H -2.69 -4.51 3.46 0.377
H -3.97 -3.33 3.20 0.316
H -2.52 -4.22 0.81 0.384
H -1.25 -3.13 -0.95 0.472
H -2.05 -0.22 -2.16 0.219
H -2.02 -0.10 -3.93 0.423
H -0.96 0.91 -2.96 0.103
H -0.65 -1.53 -5.18 0.334
H 0.64 -3.03 -6.52 0.356
H 0.74 -4.56 -5.65 0.301
H 2.19 -3.60 -5.89 0.365
H 2.31 -3.94 -3.27 0.422
H 2.97 -3.53 -1.07 0.470
H 1.50 -3.44 -0.07 0.283
H 2.49 -2.01 -0.30 0.102
```

Computed properties:
ΔE to the lowest compared entry with this formula, charge and spin	4.9	kJ/mol
lowest unoccupied orbital energy	-0.666	eV
energy	-99522.05607	eV
gap between HOMO and LUMO	6.204	eV